[1]
53
Properties=species:S:1:pos:R:3:nbo_charge:R:1 method="wB97M-V/def2-TZVPD" homo_ev=-8.04 orbital_gap_ev=8.62 charge=0 molar_mass_g_mol=370.4 smiles="Cc1ccc(OCC(=O)NCCCNC(=O)COc2ccc(C)cc2)cc1"
C 5.6442 3.0698 -0.8561 -0.62
C 5.1805 1.7101 -0.4316 -0.04
C 4.2220 1.5551 0.5572 -0.18
C 3.7961 0.2999 0.9641 -0.33
C 4.3395 -0.8338 0.3767 0.35
O 3.9880 -2.1274 0.6856 -0.52
C 2.9956 -2.3252 1.6629 -0.16
C 1.6040 -1.8913 1.1956 0.66
O 0.7639 -1.4610 1.9675 -0.66
N 1.4053 -2.0609 -0.1183 -0.61
C 0.1620 -1.7452 -0.7837 -0.23
C 0.1922 -0.4019 -1.5200 -0.41
C 0.5463 0.7736 -0.5994 -0.24
N -0.2832 0.8183 0.5819 -0.65
C -1.4282 1.5313 0.6164 0.65
O -1.8027 2.2482 -0.2846 -0.62
C -2.1982 1.3815 1.9379 -0.16
O -3.5739 1.6156 1.7834 -0.49
C -4.2759 0.8030 0.9417 0.38
C -5.6066 1.1587 0.7206 -0.27
C -6.4079 0.3925 -0.0966 -0.18
C -5.9151 -0.7505 -0.7199 -0.06
C -6.7972 -1.5660 -1.6176 -0.62
C -4.5941 -1.0979 -0.4927 -0.19
C -3.7766 -0.3384 0.3289 -0.32
C 5.3067 -0.6911 -0.6161 -0.26
C 5.7183 0.5642 -1.0099 -0.19
H 4.9171 3.8305 -0.5840 0.22
H 6.5889 3.3118 -0.3682 0.22
H 5.8058 3.1040 -1.9313 0.22
H 3.7873 2.4277 1.0226 0.21
H 3.0467 0.2288 1.7371 0.23
H 2.9749 -3.4049 1.8441 0.22
H 3.2358 -1.8224 2.6066 0.21
H 2.1879 -2.3616 -0.6811 0.41
H -0.6125 -1.7309 -0.0135 0.22
H -0.0665 -2.5457 -1.4924 0.21
H -0.7965 -0.2316 -1.9481 0.22
H 0.9197 -0.4384 -2.3328 0.20
H 0.3879 1.7081 -1.1424 0.24
H 1.5935 0.7122 -0.2913 0.21
H -0.0684 0.1502 1.3148 0.43
H -1.8537 2.1600 2.6258 0.22
H -2.0054 0.3994 2.3915 0.18
H -5.9854 2.0465 1.2017 0.22
H -7.4356 0.6841 -0.2594 0.21
H -7.0438 -1.0029 -2.5177 0.22
H -7.7307 -1.8137 -1.1146 0.21
H -6.3048 -2.4889 -1.9138 0.21
H -4.1853 -1.9817 -0.9632 0.20
H -2.7542 -0.6492 0.4779 0.21
H 5.7231 -1.5809 -1.0619 0.22
H 6.4691 0.6586 -1.7807 0.21

***

[2]
105
Properties=species:S:1:pos:R:3:lowdin_charge:R:1 method="wB97M-V/def2-TZVPD" homo_ev=-1.65 orbital_gap_ev=5.57 charge=-2 molar_mass_g_mol=720.0
K 0.4981 0.0482 -0.3917 0.54
C -3.5598 -0.9900 -4.2673 -0.12
C -2.3756 -0.5367 -3.4123 -0.54
C -1.0462 -0.9642 -4.0335 -0.13
P -2.3673 -0.8705 -1.5661 1.07
C -4.1709 -0.9552 -1.1412 -0.58
C -4.3225 -1.4612 0.2927 -0.13
C -4.7995 0.4311 -1.2914 -0.14
C -1.8210 -2.6010 -1.3352 -0.32
C -2.1457 -3.5904 -2.2657 -0.13
C -1.6984 -4.8972 -2.1755 -0.14
C -0.8686 -5.2248 -1.1009 -0.12
C -0.5530 -4.2896 -0.1452 -0.06
C -1.0444 -2.9470 -0.1797 -0.36
N -0.7513 -2.0450 0.7881 -0.03
C -0.5565 -2.4737 2.0806 -0.31
C -1.3872 -3.5151 2.5912 -0.06
C -1.3197 -3.9792 3.8812 -0.12
C -0.4081 -3.4144 4.7728 -0.13
C 0.3732 -2.3722 4.3142 -0.16
C 0.3381 -1.8671 3.0052 -0.31
P 1.3019 -0.2875 2.7271 1.06
C 3.0310 -0.7742 3.2923 -0.55
C 4.0137 -0.2177 2.2477 -0.18
C 3.3096 -2.2732 3.4374 -0.13
C 0.4376 0.7680 4.0214 -0.58
C 0.9746 0.7926 5.4461 -0.14
C -1.0714 0.5211 3.9702 -0.13
H -3.4661 -0.5536 -5.2667 0.07
H -4.5195 -0.6696 -3.8583 0.05
H -3.5966 -2.0731 -4.3929 0.06
H -2.3742 0.5608 -3.4240 0.08
H -0.9601 -2.0515 -4.0753 0.06
H -0.1920 -0.5755 -3.4731 0.05
H -0.9753 -0.5719 -5.0528 0.08
H -4.6704 -1.6620 -1.8139 0.10
H -3.8008 -0.8010 0.9900 0.07
H -3.8961 -2.4581 0.4094 0.06
H -5.3788 -1.4979 0.5784 0.07
H -4.4628 1.0794 -0.4789 0.06
H -5.8915 0.3737 -1.2431 0.07
H -4.5273 0.9180 -2.2303 0.06
H -2.7751 -3.3207 -3.1034 0.07
H -1.9690 -5.6306 -2.9250 0.08
H -0.4588 -6.2265 -1.0146 0.09
H 0.0946 -4.5668 0.6774 0.11
H -2.1162 -3.9424 1.9133 0.10
H -1.9903 -4.7707 4.2011 0.09
H -0.3298 -3.7557 5.7982 0.08
H 1.0487 -1.9019 5.0166 0.08
H 3.2248 -0.2650 4.2370 0.08
H 4.0224 -0.8681 1.3658 0.06
H 5.0289 -0.1993 2.6555 0.07
H 3.7512 0.7958 1.9558 0.01
H 2.8745 -2.8392 2.6102 0.07
H 2.9322 -2.7070 4.3614 0.05
H 4.3932 -2.4280 3.4119 0.07
H 0.6278 1.7657 3.6230 0.03
H 0.7491 -0.1235 5.9977 0.06
H 0.5085 1.6225 5.9871 0.07
H 2.0478 0.9770 5.4476 0.04
H -1.3619 -0.3575 4.5489 0.07
H -1.4252 0.3666 2.9465 0.06
H -1.5955 1.3912 4.3788 0.07
C -1.6089 2.9859 -0.2400 -0.11
N -0.4278 2.6496 -0.9996 -0.25
C 0.7687 3.2470 -0.4041 -0.08
C -0.5112 2.8128 -2.4131 -0.20
C -1.5215 3.5541 -3.0061 -0.06
C -1.6060 3.7163 -4.3905 -0.15
C -0.6267 3.1425 -5.1861 -0.14
C 0.3927 2.3945 -4.6169 -0.05
C 0.4704 2.1582 -3.2277 -0.28
N 1.3265 1.2740 -2.6610 0.00
C 2.5610 1.0306 -3.1669 -0.25
C 3.4079 2.0363 -3.6970 -0.04
C 4.7137 1.7800 -4.0652 -0.13
C 5.2556 0.5030 -3.9437 -0.14
C 4.4355 -0.5099 -3.4642 -0.06
C 3.1184 -0.2764 -3.0988 -0.20
N 2.2663 -1.3708 -2.7095 -0.22
C 2.0768 -2.3534 -3.7589 -0.10
C 2.6085 -2.0286 -1.4628 -0.11
H -1.7993 4.0719 -0.1895 0.08
H -1.4806 2.6287 0.7848 0.09
H -2.4818 2.4937 -0.6697 0.07
H 0.6890 4.3434 -0.3607 0.09
H 1.6417 2.9762 -0.9937 0.08
H 0.9163 2.8838 0.6172 0.08
H -2.2657 4.0300 -2.3794 0.09
H -2.4147 4.2922 -4.8240 0.08
H -0.6638 3.2574 -6.2648 0.08
H 1.1262 1.9112 -5.2521 0.10
H 3.0105 3.0414 -3.7791 0.10
H 5.3267 2.5939 -4.4389 0.09
H 6.2844 0.3029 -4.2166 0.08
H 4.8225 -1.5216 -3.3821 0.10
H 2.9892 -2.9378 -3.9723 0.08
H 1.7678 -1.8535 -4.6774 0.09
H 1.2887 -3.0508 -3.4622 0.08
H 3.5660 -2.5784 -1.4950 0.09
H 1.8170 -2.7422 -1.2150 0.08
H 2.6943 -1.3077 -0.6477 0.05
N 3.2718 3.8013 3.4537 -0.21
C 2.9245 2.6881 3.3872 -0.39